<A>
Below is 2 unconnected molecules or ions with the total composition C10H10N2O2, with properties calculated with the ωB97M-V functional and the def2-TZVPD basis.

For the HOMO energy, the calculation gives -0.339 Eh. The value obtained for the frontier orbital gap is 9.506 eV. The value obtained for the lowest unoccupied orbital energy is 0.3 eV.

```
! RIJCOSX wB97M-V def2-TZVPD def2/J DEFGRID3
* xyz 0 1
O -3.37 -1.35 -1.10
C -2.57 -0.73 -0.43
C -2.24 -0.98 0.98
C -1.37 -0.17 1.60
N -0.78 0.91 0.98
C -1.15 1.29 -0.27
O -0.78 2.33 -0.83
N -1.92 0.40 -0.98
H -2.63 -1.82 1.51
H -1.10 -0.26 2.64
H -0.21 1.54 1.49
H -2.31 0.71 -1.89
C 1.90 0.79 0.73
C 1.23 -0.37 0.69
C 1.74 -1.47 0.04
C 3.05 -1.58 -0.56
C 3.64 -0.26 -0.68
C 3.05 0.92 -0.20
H 1.38 1.65 1.08
H 0.33 -0.18 1.22
H 1.21 -2.35 0.17
H 3.58 -2.55 -0.82
H 4.65 -0.24 -1.16
H 3.48 1.86 -0.21
*
```

Here is what Löwdin gives for the atomic charges, in e: atom 1 (O): 0.07, atom 2 (C): -0.44, atom 3 (C): 0.05, atom 4 (C): -0.09, atom 5 (N): 0.03, atom 6 (C): -0.50, atom 7 (O): 0.07, atom 8 (N): 0.21, atom 9 (H): 0.11, atom 10 (H): 0.14, atom 11 (H): 0.13, atom 12 (H): 0.19, atom 13 (C): -0.06, atom 14 (C): -0.14, atom 15 (C): -0.07, atom 16 (C): -0.03, atom 17 (C): -0.10, atom 18 (C): -0.03, atom 19 (H): 0.08, atom 20 (H): 0.02, atom 21 (H): 0.07, atom 22 (H): 0.12, atom 23 (H): 0.10, atom 24 (H): 0.06

<B>
Below is 2 unconnected molecules or ions with the total composition C10H10N2O2, with properties calculated with the ωB97M-V functional and the def2-TZVPD basis.

For the HOMO energy, the calculation gives -0.340 Eh. The value obtained for the frontier orbital gap is 9.451 eV. The value obtained for the lowest unoccupied orbital energy is 0.2 eV.

```
! RIJCOSX wB97M-V def2-TZVPD def2/J DEFGRID3
* xyz 0 1
O 2.32 -1.77 -1.15
C 1.99 -0.65 -1.42
C 2.70 0.63 -1.46
C 2.04 1.72 -1.84
N 0.63 1.69 -2.03
C -0.03 0.54 -2.24
O -1.14 0.35 -2.64
N 0.52 -0.48 -1.66
H 3.91 0.73 -1.51
H 2.61 2.57 -2.22
H 0.03 2.37 -2.44
H 0.26 -1.46 -1.90
C -0.99 0.93 2.57
C -0.35 -0.10 3.11
C -0.86 -1.45 3.18
C -2.04 -1.60 2.55
C -2.71 -0.57 1.83
C -2.32 0.73 1.98
H -0.42 1.96 2.30
H 0.71 -0.02 3.45
H -0.25 -2.22 3.71
H -2.55 -2.63 2.62
H -3.48 -0.95 1.18
H -3.01 1.50 1.44
*
```

Here is what Löwdin gives for the atomic charges, in e: atom 1 (O): 0.10, atom 2 (C): -0.40, atom 3 (C): -0.02, atom 4 (C): -0.06, atom 5 (N): 0.14, atom 6 (C): -0.67, atom 7 (O): 0.10, atom 8 (N): 0.19, atom 9 (H): 0.17, atom 10 (H): 0.13, atom 11 (H): 0.15, atom 12 (H): 0.18, atom 13 (C): -0.13, atom 14 (C): -0.15, atom 15 (C): -0.10, atom 16 (C): -0.13, atom 17 (C): -0.12, atom 18 (C): -0.09, atom 19 (H): 0.15, atom 20 (H): 0.11, atom 21 (H): 0.12, atom 22 (H): 0.13, atom 23 (H): 0.09, atom 24 (H): 0.13

Stability, highest: <B>

<A>
Below is a single C4H3NS molecule, with properties calculated with the ωB97M-V functional and the def2-TZVPD basis.

For the HOMO energy, the calculation gives -0.359 Eh. The value obtained for the frontier orbital gap is 8.642 eV. The value obtained for the lowest unoccupied orbital energy is -1.1 eV.

```
! RIJCOSX wB97M-V def2-TZVPD def2/J DEFGRID3
* xyz 0 1
C -0.03 -0.08 0.08
C -0.88 0.11 1.26
N -0.74 -0.59 2.37
S -2.02 -0.20 3.44
C -2.89 0.98 2.54
C -2.01 0.87 1.57
H 0.44 -0.99 0.10
H 0.57 0.76 0.10
H -0.48 0.21 -0.97
*
```

Here is what Löwdin gives for the atomic charges, in e: atom 1 (C): -0.02, atom 2 (C): -0.47, atom 3 (N): -0.23, atom 4 (S): 0.92, atom 5 (C): -0.34, atom 6 (C): -0.10, atom 7 (H): 0.05, atom 8 (H): 0.06, atom 9 (H): 0.14

<B>
Below is a single C4H3NS molecule, with properties calculated with the ωB97M-V functional and the def2-TZVPD basis.

For the HOMO energy, the calculation gives -0.341 Eh. The value obtained for the frontier orbital gap is 7.459 eV. The value obtained for the lowest unoccupied orbital energy is -1.8 eV.

```
! RIJCOSX wB97M-V def2-TZVPD def2/J DEFGRID3
* xyz 0 1
S 1.15 1.58 0.47
C 0.23 0.27 0.31
C 0.28 -1.19 0.61
C -0.56 -1.87 -0.22
N -1.48 -0.97 -1.08
C -1.07 0.25 -0.66
H 1.20 -1.62 1.19
H -0.84 -2.86 -0.46
H -1.70 1.19 -0.96
*
```

Here is what Löwdin gives for the atomic charges, in e: atom 1 (S): 0.74, atom 2 (C): -0.76, atom 3 (C): -0.14, atom 4 (C): -0.07, atom 5 (N): 0.04, atom 6 (C): -0.15, atom 7 (H): 0.14, atom 8 (H): 0.08, atom 9 (H): 0.13

Stability, highest: <B>

<A>
Below is a single C4H3NS molecule, with properties calculated with the ωB97M-V functional and the def2-TZVPD basis.

For the HOMO energy, the calculation gives -0.338 Eh. The value obtained for the frontier orbital gap is 7.513 eV. The value obtained for the lowest unoccupied orbital energy is -1.7 eV.

```
! RIJCOSX wB97M-V def2-TZVPD def2/J DEFGRID3
* xyz 0 1
S 2.81 -0.19 -0.02
C 1.21 -0.27 0.01
C 0.30 0.96 0.01
C -0.97 0.49 -0.05
C -0.81 -0.99 -0.01
N 0.39 -1.41 -0.01
H 0.53 2.00 0.09
H -1.83 1.10 -0.07
H -1.61 -1.69 0.04
*
```

Here is what Löwdin gives for the atomic charges, in e: atom 1 (S): 0.80, atom 2 (C): -0.86, atom 3 (C): -0.09, atom 4 (C): -0.04, atom 5 (C): -0.13, atom 6 (N): 0.03, atom 7 (H): 0.10, atom 8 (H): 0.09, atom 9 (H): 0.10

<B>
Below is a single C4H3NS molecule, with properties calculated with the ωB97M-V functional and the def2-TZVPD basis.

For the HOMO energy, the calculation gives -0.367 Eh. The value obtained for the frontier orbital gap is 10.475 eV. The value obtained for the lowest unoccupied orbital energy is 0.5 eV.

```
! RIJCOSX wB97M-V def2-TZVPD def2/J DEFGRID3
* xyz 0 1
C 0.33 1.84 0.66
C 0.42 0.64 0.44
C 0.32 -0.73 -0.04
S 0.20 -0.52 -1.86
C -0.76 -1.44 0.55
N -1.68 -2.06 0.98
H 0.15 2.83 0.96
H 1.25 -1.33 0.09
H -0.23 0.77 -1.78
*
```

Here is what Löwdin gives for the atomic charges, in e: atom 1 (C): 0.14, atom 2 (C): -0.20, atom 3 (C): -0.67, atom 4 (S): 0.78, atom 5 (C): -0.26, atom 6 (N): 0.17, atom 7 (H): 0.03, atom 8 (H): 0.12, atom 9 (H): -0.10

Stability, highest: <A>